Below is a cluster of 2 separate species, C7H16O2Se in total, with properties calculated with ωB97M-V/def2-TZVPD.

2S+1: 1
HOMO (spin up / spin down): -6.6 / -7.0 eV
Molecular weight: 211.2 g/mol
Strongest force on any atom: 5.061 eV/A
Gap between HOMO and LUMO (spin up / spin down): 7.15 / 7.63 eV
Energy relative to the best compared isomer or geometry (same formula, charge and spin): 22.04 kcal per mole
E: -76954.61980 eV
Lowest unoccupied orbital energy (spin up / spin down): 0.50 / 0.58 eV

Element x y z (Å)
H1 -2.451 -0.520 2.652
C1 -1.979 -1.381 2.101
H2 0.160 -2.006 0.549
C2 -0.770 -2.271 0.156
H3 1.239 0.011 -1.904
H4 2.920 0.050 -2.518
H5 -1.111 0.414 -0.568
C3 2.180 1.948 -1.932
C4 0.868 2.232 0.559
C5 -1.191 0.212 0.475
H6 3.970 2.242 -1.404
H7 -0.836 -2.509 -0.998
C6 -1.692 -1.226 0.630
Se1 0.540 0.612 1.358
H8 -3.352 -2.067 -0.006
H9 2.429 0.239 -0.812
H10 -1.094 -3.173 0.562
H11 -0.020 2.698 0.292
H12 1.402 2.563 -2.217
O1 3.286 2.774 -1.968
H13 -0.923 -1.406 2.565
H14 1.734 2.748 1.048
C7 2.155 0.453 -1.775
H15 -2.542 -2.309 2.498
O2 -2.939 -1.229 -0.212
H16 -1.981 0.901 0.867



Below is a structure of composition C7H16O5Rb, with properties calculated with ωB97M-V/def2-TZVPD.

2S+1: 1
HOMO: -13.0 eV
Molecular weight: 265.7 g/mol
Strongest force on any atom: 4.472 eV/A
Gap between HOMO and LUMO: 9.48 eV
Energy relative to the best compared isomer or geometry (same formula, charge and spin): 40.33 kcal per mole
E: -18405.20852 eV
Lowest unoccupied orbital energy: -3.51 eV
Total charge: +1

Element x y z (Å)
H1 1.328 -1.950 -4.416
H2 1.473 3.509 3.360
Rb1 2.126 0.706 -0.456
C1 -3.551 0.896 -0.988
H3 1.963 2.439 5.303
C2 3.436 1.151 4.382
H4 2.564 -2.838 -5.283
H5 2.707 0.346 4.473
C3 -5.136 0.659 0.620
O1 -4.634 0.591 -1.636
H6 -5.146 -0.369 0.982
H7 3.278 3.357 4.689
H8 1.025 -4.196 -3.667
H9 -6.242 1.769 -0.970
H10 3.926 1.173 3.408
C4 -5.763 0.806 -0.793
C5 2.244 -2.527 -4.289
H11 4.022 -1.978 -3.779
H12 2.773 -4.458 -3.415
H13 -6.436 -0.051 -0.833
O2 2.063 2.767 3.211
O3 -3.836 0.940 0.293
O4 3.163 -1.550 -3.811
O5 -2.450 0.934 -1.512
H14 4.163 1.086 5.191
H15 1.869 -3.382 -2.402
C6 1.975 -3.716 -3.434
C7 2.650 2.496 4.459
H16 -5.554 1.390 1.312



Below is a structure of composition C7H16O9S3Ti, with properties calculated with ωB97M-V/def2-TZVPD.

2S+1: 4
HOMO (spin up / spin down): -0.3 / -4.7 eV
Molecular weight: 388.3 g/mol
⟨S²⟩: 3.75
Strongest force on any atom: 4.185 eV/A
Gap between HOMO and LUMO (spin up / spin down): 1.91 / 6.89 eV
Energy relative to the best compared isomer or geometry (same formula, charge and spin): 24.36 kcal per mole
E: -81565.14970 eV
Lowest unoccupied orbital energy (spin up / spin down): 1.63 / 2.18 eV
Total charge: -1

Element x y z (Å)
O1 0.815 -0.036 0.240
O2 -1.761 1.746 0.357
Ti1 -0.568 -0.393 1.947
H1 -3.041 -2.951 -0.344
C1 -2.118 -2.483 -0.704
H2 2.798 -0.030 2.342
C2 2.886 0.809 -1.297
H3 2.621 1.523 1.488
O3 0.498 0.671 3.474
H4 3.183 1.746 -0.825
H5 -0.487 0.921 -3.623
H6 -1.301 -5.086 0.541
C3 -1.199 1.418 -2.973
O4 -1.202 -2.434 1.808
S1 -0.582 1.563 3.988
C4 -1.382 1.862 -0.774
C5 3.042 0.520 1.435
S2 2.276 -0.342 0.003
H7 -2.216 1.541 -3.344
O5 -1.107 3.039 -1.348
O6 -1.876 0.947 3.574
S3 -0.720 -2.735 0.401
C6 -0.768 2.869 -2.730
H8 4.129 0.591 1.361
H9 0.463 -4.795 0.848
O7 -0.482 2.874 3.349
H10 -2.338 -1.417 -0.774
H11 0.300 3.035 -2.858
C7 -0.404 -4.536 0.242
O8 -1.289 0.861 -1.655
H12 3.769 0.355 -1.749
H13 -0.213 -4.900 -0.770
H14 2.174 0.976 -2.101
H15 -1.423 3.541 -3.275
O9 -0.516 1.684 5.420
H16 -1.963 -2.954 -1.674



Below is an isolated molecule of C7H16OP2, with properties calculated with ωB97M-V/def2-TZVPD.

2S+1: 1
HOMO: -8.7 eV
Molecular weight: 178.2 g/mol
SMILES: CCCCCC[C@H](P)P=O
Strongest force on any atom: 5.108 eV/A
Gap between HOMO and LUMO: 8.11 eV
Energy relative to the best compared isomer or geometry (same formula, charge and spin): 27.63 kcal per mole
E: -28140.29968 eV
Lowest unoccupied orbital energy: -0.55 eV

Element x y z (Å)
C1 2.297 2.029 0.640
H1 -1.770 -2.436 -1.573
H2 -0.306 1.333 0.799
H3 -2.894 -1.171 -1.708
H4 -4.082 -2.180 0.571
H5 4.729 2.894 1.133
C2 -0.454 -0.219 -0.697
H6 -4.452 -2.688 -0.987
H7 -3.232 -3.567 -0.107
H8 -2.186 -0.103 0.516
C3 -2.363 -1.763 -0.896
P1 3.665 3.012 -0.088
H9 -0.937 0.291 -1.450
C4 1.587 1.344 -0.460
C5 0.457 0.646 0.287
P2 3.214 0.519 1.811
H10 4.331 1.822 -0.555
H11 0.024 -1.049 -1.309
H12 -1.350 -1.574 0.952
H13 1.699 2.790 1.293
C6 -1.629 -0.850 0.072
H14 0.718 -0.180 1.026
O1 3.151 0.893 3.189
H15 2.310 0.737 -0.870
C7 -3.574 -2.640 -0.385
H16 1.047 2.110 -1.204



Q: What is the energy relative to the best compared isomer or geometry (same formula, charge and spin) in the first record?
A: 22.04 kcal per mole